Record 1
Density functional theory data (the ωB97M-V functional and the def2-TZVPD basis) for an isolated ion of composition C9H14BrN2O2 and charge +1.

The geometry in XYZ format:
```
28
Properties=species:S:1:pos:R:3:forces:R:3
C -1.72614 0.14692 -0.29284 -3.13 4.15 -1.72
C 2.77901 0.47632 0.91731 -0.96 -1.44 1.64
C -0.35165 0.08063 -0.12945 6.67 -1.58 1.85
C 0.53855 1.20878 0.22296 -3.83 -0.56 -0.63
C 5.00599 -0.47259 0.65559 1.02 -0.60 -1.09
C -0.02976 2.57108 0.32713 0.69 1.49 -1.93
C -4.22162 0.00074 -0.11003 0.41 -2.95 -2.91
C -0.17327 -2.28420 -0.51290 -0.86 -0.51 1.10
C -2.86588 -0.71330 -0.50771 -0.78 0.19 -1.06
N 1.77125 0.97465 0.36558 3.63 -0.15 -0.07
N 3.88189 0.18575 0.16391 -0.38 0.69 -1.87
O 5.23619 -0.89586 1.73648 -0.60 0.69 -0.69
O 0.47131 -1.09615 -0.09677 -2.80 3.44 -0.73
Br 6.26627 -0.72870 -0.90654 -0.72 0.16 1.04
H -2.09366 1.24714 -0.48575 1.25 -1.92 0.45
H 2.71122 0.08914 2.01324 0.62 0.81 -1.78
H 0.60933 3.45305 0.53636 0.24 -1.18 0.54
H -0.80411 2.48273 1.02127 -1.50 0.42 1.19
H -0.43928 2.93364 -0.64066 -0.26 -0.66 0.34
H -4.88687 -0.90171 -0.27733 -0.10 1.61 0.47
H -4.43993 0.79326 -0.83316 -0.08 -0.23 0.13
H -4.27327 0.36882 0.85866 0.06 0.44 1.84
H 0.61002 -3.00923 -0.65407 0.08 -0.14 -0.96
H -0.95070 -2.08639 -1.25901 0.86 -0.46 -0.38
H -0.70075 -2.65711 0.35858 -0.31 -0.20 0.28
H -3.00608 -0.98757 -1.65905 0.50 0.23 2.15
H -2.67256 -1.57787 0.09137 -0.58 -1.14 0.00
H 3.75449 0.39801 -0.90314 0.84 -0.62 2.80
```
Positions in Å, forces in eV/Å.

Calculated values
M	262.13	g/mol
total energy	-3184.9129	hartree
⟨S²⟩	2.010
E_HOMO (alpha / beta)	-0.388 / -0.500	hartree
net charge	+1
spin multiplicity	3

---

Record 2
Density functional theory data (the ωB97M-V functional and the def2-TZVPD basis) for C19H25NO4PtSSi2 as an isolated structure.

The geometry in XYZ format:
```
53
Properties=species:S:1:pos:R:3:forces:R:3
Pt 0.84723 -0.78015 -0.45719 2.24 -1.27 -1.49
C 4.05593 -1.53725 0.95041 -0.28 0.32 -0.72
Si 3.15093 -0.94755 -0.67849 -0.22 0.43 0.49
C 3.97003 -2.10015 -2.02749 -0.53 0.51 0.53
C 3.82933 0.80905 -1.05019 -0.10 0.05 0.01
C 5.17543 1.10015 -1.27179 -0.04 -0.38 0.07
C 5.61033 2.38515 -1.51869 0.14 0.71 -0.12
C 4.68863 3.43315 -1.54759 0.16 -0.25 0.02
C 3.34633 3.15055 -1.32729 0.40 0.55 -0.12
C 2.89433 1.86865 -1.08159 -0.11 -0.67 0.03
Si 1.02523 1.52165 -0.74759 0.67 -0.71 0.07
C 0.17493 2.38765 -2.26409 0.23 -0.31 0.66
C 0.77783 2.61515 0.83791 -0.10 -0.34 -0.61
H 5.13573 -1.43495 0.87141 0.32 0.01 -0.06
H 3.82433 -2.57685 1.15591 -0.13 -0.27 0.00
H 3.72143 -0.94655 1.79721 -0.12 0.15 0.14
H 5.05403 -2.05285 -1.96419 0.29 0.07 0.09
H 3.68003 -1.79905 -3.02869 -0.12 0.10 -0.22
H 3.66813 -3.13175 -1.88469 -0.14 -0.25 0.09
H 5.90513 0.29455 -1.24569 0.03 -0.03 -0.01
H 6.66513 2.59015 -1.68899 -0.04 -0.03 0.01
H 5.01873 4.45085 -1.73409 0.01 -0.01 -0.01
H 2.63143 3.96265 -1.34339 -0.11 0.20 -0.02
H 0.33213 3.46375 -2.23979 0.06 0.28 0.05
H -0.89097 2.19625 -2.25449 -0.24 -0.07 0.02
H 0.58943 2.01575 -3.19719 0.13 -0.16 -0.11
H 1.16273 3.62595 0.71861 0.13 0.21 -0.16
H 1.30293 2.15785 1.67061 0.15 -0.19 0.13
H -0.27287 2.66315 1.09231 -0.22 0.05 0.09
C -7.27417 -0.68035 2.54211 -0.16 -0.06 0.10
C -5.86827 -0.65885 2.01521 1.33 0.03 0.01
C -5.56937 -0.14505 0.73561 -1.08 -0.40 0.95
C -4.28527 -0.05805 0.27921 1.86 -0.38 0.59
C -3.20797 -0.47555 1.10401 -1.89 0.07 0.39
C -3.48907 -1.00045 2.38221 1.19 0.38 -1.22
C -4.77857 -1.09325 2.82021 -1.91 0.24 -0.42
S -1.57297 -0.25955 0.51651 2.10 -0.66 -2.05
O -1.52417 1.06575 -0.08929 -1.11 0.16 0.58
O -0.65017 -0.46365 1.63671 -1.64 0.08 0.68
N -1.27427 -1.30895 -0.70129 -1.41 3.32 1.51
C -1.65807 -2.63565 -0.46039 0.83 -2.23 0.37
C -0.41187 -3.63245 -0.28969 -2.29 0.69 -0.33
O -0.68747 -4.82805 -0.36879 -0.02 -1.00 0.04
O 0.68663 -3.10085 -0.08559 1.67 1.11 0.13
H -7.96087 -0.24115 1.81541 -0.01 -0.05 0.04
H -7.35667 -0.09985 3.46941 0.02 -0.08 -0.13
H -7.62147 -1.69705 2.76811 0.09 0.14 -0.07
H -6.38787 0.18545 0.10351 -0.01 0.03 0.02
H -4.04287 0.34605 -0.69199 -0.03 0.04 -0.10
H -2.65117 -1.30885 2.99441 0.01 0.00 0.00
H -4.99207 -1.50855 3.79951 0.02 0.04 0.04
H -2.24597 -3.04165 -1.29809 0.00 0.07 0.20
H -2.24987 -2.74445 0.46161 -0.03 -0.28 -0.16
```
Positions in Å, forces in eV/Å.

Calculated values
M	614.73	g/mol
total energy	-2191.3216	hartree
E_HOMO	-0.044	hartree
net charge	-2
spin multiplicity	1

---

Record 3
Density functional theory data (the ωB97M-V functional and the def2-TZVPD basis) for a 2-piece molecular cluster, C2H5Br2P overall.

The geometry in XYZ format:
```
10
Properties=species:S:1:pos:R:3:forces:R:3
C 0.92072 -1.67190 -0.08222 -1.64 -0.38 0.43
C 2.05820 -1.19436 0.37213 -2.81 -0.76 -0.68
P -2.41935 1.55372 0.06643 -0.57 -1.86 -0.41
Br -1.14624 1.64050 -1.71623 0.46 0.05 -0.42
Br -1.50198 2.82051 1.50396 0.74 1.07 1.02
H -3.30886 2.46558 -0.44418 -0.61 0.71 -0.19
H -0.05957 -1.84587 0.36996 0.67 0.27 1.26
H 0.71412 -1.91856 -1.06398 0.58 -0.42 -2.42
H 1.99019 -0.87768 1.34244 0.98 0.84 2.39
H 2.75277 -0.97194 -0.34831 2.20 0.47 -0.97
```
Positions in Å, forces in eV/Å.

Calculated values
M	219.84	g/mol
total energy	-5568.5521	hartree
energy above the lowest of the compared OMol25 structures with the same formula, charge and spin	186.0	kJ/mol
structure (SMILES)	BrPBr.C=C
E_HOMO	-0.350	hartree
spin multiplicity	1